(P)
9
Properties=species:S:1:pos:R:3 method="wB97M-V/def2-TZVPD" lumo_energy_ev=-6.6 total_charge=+1 multiplicity=1 gap_ev=9.5
C -0.607 0.443 -0.198
H 0.895 -0.303 -1.714
N 1.379 -0.873 0.198
H -1.533 0.284 -0.964
C 0.626 -0.692 1.742
H 1.270 -1.056 2.517
H -0.527 1.508 -0.140
C 0.565 -0.352 -0.648
S -0.764 0.100 1.615


(Q)
9
Properties=species:S:1:pos:R:3 method="wB97M-V/def2-TZVPD" lumo_energy_ev=-6.2 total_charge=+1 smiles="S=C=C1C[NH2+]1" multiplicity=1 gap_ev=7.7
N 0.199 1.004 -0.398
H 0.114 2.032 0.053
C 0.551 -0.127 0.567
S -1.458 -2.439 -0.011
H 0.656 1.035 -1.334
C -1.341 -1.042 -0.516
H 0.720 0.348 1.444
H 1.350 -0.833 0.223
C -0.791 0.023 -0.028


Pick (P): it beats the second-best structure by 1.947 eV.